[1]
Here is a structure of composition C6H17N3 from OMol25. Energies are from wB97M-V/def2-TZVPD.

Cartesian coordinates (Å):
C  -1.98998  0.40304  -0.92719
C  -1.12446  -1.41596  0.36143
C  1.05253  -0.84026  -1.57567
N  -0.78270  -0.21151  -0.39654
H  -2.57475  -0.36076  -1.44032
H  -2.61681  0.82728  -0.12985
H  -0.22525  -1.80358  0.83235
H  -1.88124  -1.20925  1.12814
H  -1.51216  -2.16135  -0.33646
H  0.25207  -1.48435  -1.93549
H  1.24062  -0.03681  -2.27652
H  1.89171  -1.52976  -1.56727
H  -1.74354  1.18446  -1.64286
C  -0.18005  0.97108  1.75048
C  0.21056  0.71923  0.28849
N  0.29351  2.00131  -0.37296
N  1.85734  -1.03364  1.01956
C  1.55631  0.02909  0.07669
H  -0.55759  2.54080  -0.28653
H  0.53086  1.91001  -1.35208
H  2.30690  -0.68763  1.86031
H  2.46022  -1.73323  0.59626
H  2.33369  0.79737  -0.00181
H  0.52364  1.68595  2.17192
H  -1.19138  1.38142  1.82046
H  -0.13005  0.05703  2.33548

The calculation puts the LUMO energy at 0.982 eV. The value obtained for the energy is -10965.1621 eV. The calculation puts the energy above the lowest of the compared OMol25 structures with the same formula, charge and spin at 70.2 kcal/mol. The molar mass is 131.22 g/mol. As for the spin multiplicity: 1. The max |F| is 3.9 eV Å⁻¹. For the orbital gap, the calculation gives 8.476 eV.

Here are the Löwdin charges for atoms 1 to 6, given in e:
1. C -0.10
2. C -0.10
3. C 0.01
4. N -0.28
5. H 0.08
6. H 0.08

[2]
Here is a cluster of 3 separate species, C6H17N3 in total from OMol25. Energies are from wB97M-V/def2-TZVPD.

Cartesian coordinates (Å):
C  -0.04791  1.75022  1.33208
C  0.03581  3.27183  1.29146
C  1.24542  1.02262  1.00201
N  1.08679  -0.32617  0.84391
N  2.33697  1.70862  0.92765
H  -0.20464  -1.25067  0.37815
H  1.99409  -0.77861  0.74255
H  3.13611  1.10140  0.73662
H  -0.82537  1.39129  0.64858
H  -0.36206  1.41722  2.32751
H  -0.93117  3.71722  1.53865
H  0.33523  3.61860  0.30114
H  0.78231  3.63429  1.99621
C  0.57215  -0.29830  -1.52386
C  -2.06430  -1.28038  -0.75195
C  -0.33206  -3.00420  -0.83250
N  -0.67803  -1.63085  -0.52906
H  -2.74779  -1.93457  -0.19542
H  -0.48694  -3.21479  -1.89708
H  1.62915  -0.10428  -1.41018
H  -0.04850  0.58078  -1.42752
H  0.34157  -0.89549  -2.39900
H  -2.23691  -0.25173  -0.43609
H  -2.31193  -1.35911  -1.81631
H  -0.93660  -3.71385  -0.25417
H  0.71862  -3.17108  -0.59336

The calculation puts the LUMO energy (alpha / beta) at -0.109 / -0.108 eV. The value obtained for the energy is -10964.0674 eV. The calculation puts the energy above the lowest of the compared OMol25 structures with the same formula, charge and spin at 95.5 kcal/mol. The molar mass is 131.22 g/mol. As for the spin multiplicity: 1. The max |F| is 1.8 eV Å⁻¹. For the orbital gap (alpha / beta), the calculation gives 7.184 / 7.186 eV.

Here are the Löwdin charges for atoms 1 to 6, given in e:
1. C -0.22
2. C -0.13
3. C -0.62
4. N -0.04
5. N 0.09
6. H 0.08

[3]
Here is the molecule C6H17N3 from OMol25. Energies are from wB97M-V/def2-TZVPD.

Cartesian coordinates (Å):
C  -1.63514  -1.59101  -1.65755
N  -0.93373  -0.32137  -1.81392
N  0.28747  -0.30172  -1.07742
C  0.31524  0.77964  -0.10314
C  -1.32164  1.43364  -0.23245
N  1.21151  1.83211  -0.55826
C  0.70388  0.20272  1.28088
C  -0.29451  -0.84505  1.77135
C  2.10590  -0.42562  1.28091
H  -2.57573  -1.52691  -2.20247
H  -1.86693  -1.71512  -0.59954
H  -1.04965  -2.45801  -1.99029
H  -0.78748  -0.09870  -2.80174
H  1.08248  -0.22119  -1.70274
H  -1.42962  1.96763  0.68809
H  -2.22447  0.85867  -0.26601
H  -1.24459  2.13990  -1.04620
H  0.99103  2.72205  -0.12656
H  2.19059  1.62974  -0.38265
H  0.70285  1.04375  1.98555
H  -1.28029  -0.41631  1.93442
H  -0.36197  -1.65217  1.04673
H  0.03802  -1.26927  2.71824
H  2.87612  0.28158  0.97346
H  2.37031  -0.77328  2.27964
H  2.13035  -1.27572  0.60166

The calculation puts the LUMO energy at 1.092 eV. The value obtained for the energy is -10966.0731 eV. The calculation puts the energy above the lowest of the compared OMol25 structures with the same formula, charge and spin at 49.2 kcal/mol. The molar mass is 131.22 g/mol. As for the spin multiplicity: 1. The max |F| is 3.7 eV Å⁻¹. For the orbital gap, the calculation gives 9.331 eV. As for the SMILES: CNN[C@](C)(N)C(C)C.

Here are the Löwdin charges for atoms 1 to 6, given in e:
1. C -0.12
2. N -0.18
3. N -0.03
4. C -0.48
5. C 0.00
6. N 0.07

[4]
Here is a cluster of 2 separate species, C6H17N3 in total from OMol25. Energies are from wB97M-V/def2-TZVPD.

Cartesian coordinates (Å):
C  0.78979  -0.23476  -0.65405
C  -0.08541  -0.03958  -1.88812
C  2.07619  0.56095  -0.83607
C  1.15349  -1.71745  -0.49836
C  -0.12328  0.93763  0.93452
N  0.79290  0.92073  1.98000
N  -0.60450  2.06045  0.56052
H  1.57040  1.56484  1.91029
H  1.20662  0.02118  2.19568
H  -1.36256  1.98705  -0.11092
H  0.26940  -2.35554  -0.36968
H  -1.00631  -0.63368  -1.83249
H  -0.37474  1.01071  -2.01358
H  0.42400  -0.34354  -2.81812
H  2.78912  0.41227  -0.01594
H  2.61386  0.26565  -1.75298
H  1.87323  1.63269  -0.92778
H  1.80576  -1.89182  0.36559
H  1.68225  -2.11254  -1.38369
C  -2.74719  -0.14035  0.87408
N  -1.34517  -0.32852  1.27566
H  -1.25508  -0.51269  2.27739
H  -0.79295  -0.77598  0.48793
H  -3.32639  0.38905  1.62913
H  -3.21998  -1.10023  0.66631
H  -2.80346  0.42349  -0.05532

The calculation puts the LUMO energy at 0.676 eV. The value obtained for the energy is -10964.3481 eV. The calculation puts the energy above the lowest of the compared OMol25 structures with the same formula, charge and spin at 89.0 kcal/mol. The molar mass is 131.22 g/mol. As for the spin multiplicity: 1. The max |F| is 2.3 eV Å⁻¹. For the orbital gap, the calculation gives 7.545 eV.

Here are the Löwdin charges for atoms 1 to 6, given in e:
1. C -0.50
2. C -0.12
3. C -0.13
4. C -0.12
5. C -0.52
6. N 0.08

[5]
Here is a cluster of 2 separate species, C6H17N5O in total from OMol25. Energies are from wB97M-V/def2-TZVPD.

Cartesian coordinates (Å):
H  0.09020  -1.19280  1.74466
N  0.95547  -1.05729  2.28385
C  1.92870  -0.84632  1.47278
N  1.88054  -0.91074  0.10235
N  3.05634  -0.76532  -0.62148
C  3.47522  0.62940  -0.68172
C  4.13115  -1.65720  -0.20449
H  2.88286  -0.51942  1.86548
H  1.03050  -0.44289  -0.28861
H  2.63592  1.24773  -1.05085
H  4.32284  0.71007  -1.37088
H  3.76130  1.02455  0.31073
H  5.03420  -1.33679  -0.73149
H  4.30801  -1.60904  0.87818
H  3.91907  -2.69672  -0.48636
C  -5.53674  0.68956  -0.51276
O  -4.34292  0.06936  -0.96010
C  -3.21269  0.58949  -0.29713
C  -2.01040  -0.17804  -0.69270
N  -0.81909  0.10766  -0.27533
N  -0.79504  1.32270  0.44092
H  -5.49641  1.77680  -0.68777
H  -5.66370  0.47663  0.55987
H  -6.36244  0.25969  -1.09235
H  -3.04583  1.63333  -0.57593
H  -3.31098  0.50954  0.79188
H  -2.14386  -0.97922  -1.40234
H  -0.61465  1.23164  1.43290
H  -0.05756  1.91364  0.04867

The calculation puts the LUMO energy at 0.847 eV. The value obtained for the energy is -15991.9175 eV. The molar mass is 175.24 g/mol. As for the spin multiplicity: 1. The max |F| is 2.0 eV Å⁻¹. For the orbital gap, the calculation gives 8.910 eV. As for the SMILES: [H]/N=C\NN(C)C.COC/C=N\N.

Here are the Löwdin charges for atoms 1 to 6, given in e:
1. H 0.02
2. N 0.06
3. C -0.34
4. N -0.03
5. N -0.29
6. C -0.10

[6]
Here is a cluster of 2 separate species, C6H17NO in total from OMol25. Energies are from wB97M-V/def2-TZVPD.

Cartesian coordinates (Å):
C  2.05780  1.00523  -2.33957
C  1.36753  -0.11201  -1.61110
C  -0.14697  0.11254  -1.27090
N  -0.30932  0.10030  0.20397
C  -0.59994  -1.25275  0.80132
C  0.28809  -1.35159  2.08020
C  -2.07196  -1.34446  1.17063
H  2.16959  1.92666  -1.76278
H  3.04260  0.68648  -2.68796
H  1.54826  1.37775  -3.23696
H  1.41502  -1.06071  -2.15709
H  1.81575  -0.38116  -0.65286
H  -0.65396  -0.74769  -1.71522
H  -0.51604  1.08307  -1.59248
H  -1.10904  0.66136  0.47551
H  -0.29654  -1.95413  0.02324
H  0.59210  -0.33177  2.29477
H  -0.20933  -1.78265  2.94805
H  1.18559  -1.94966  1.90207
H  -2.40391  -2.36490  1.36960
H  -2.24923  -0.86019  2.13838
H  -2.67003  -0.82056  0.42542
O  -0.98196  2.99661  1.39234
H  -0.72058  2.52556  0.59387
H  -0.54352  3.83864  1.20756

The calculation puts the LUMO energy at 0.856 eV. The value obtained for the energy is -10034.5531 eV. The calculation puts the energy above the lowest of the compared OMol25 structures with the same formula, charge and spin at 23.7 kcal/mol. The molar mass is 119.21 g/mol. As for the spin multiplicity: 1. The max |F| is 1.7 eV Å⁻¹. For the orbital gap, the calculation gives 9.641 eV. As for the SMILES: CCCNC(C)C.O.

Here are the Löwdin charges for atoms 1 to 6, given in e:
1. C -0.13
2. C -0.25
3. C -0.21
4. N -0.08
5. C -0.42
6. C -0.06

[7]
Here is a cluster of 3 separate species, C6H17NO in total from OMol25. Energies are from wB97M-V/def2-TZVPD.

Cartesian coordinates (Å):
C  -1.62516  -0.02637  0.65853
C  -1.81894  0.74397  -0.64694
C  -1.83375  0.86878  1.88201
N  -0.30475  -0.65724  0.67108
H  -2.38336  -0.82448  0.69036
H  -0.02419  -1.27173  -0.27226
H  -0.15487  -1.20541  1.51193
H  -1.64093  0.09913  -1.50600
H  -1.68582  0.30944  2.80918
H  -1.13804  1.71019  1.87448
H  -2.83859  1.12785  -0.70868
H  -1.13099  1.58848  -0.70704
H  -2.84738  1.27158  1.89025
C  1.32143  0.43375  0.29853
C  0.98520  -0.88466  -2.58990
C  2.45846  -0.29176  0.93585
O  0.96557  -1.38613  -1.30527
H  1.47223  0.75690  -0.72295
H  0.90289  1.22670  0.90884
H  1.55949  0.06491  -2.65889
H  -0.01566  -0.68455  -3.01290
H  1.49266  -1.58241  -3.27252
H  3.32716  0.37665  0.95862
H  2.72526  -1.16955  0.35408
H  2.23207  -0.59405  1.95961

The calculation puts the LUMO energy at 0.714 eV. The value obtained for the energy is -10031.9687 eV. The calculation puts the energy above the lowest of the compared OMol25 structures with the same formula, charge and spin at 83.3 kcal/mol. The molar mass is 119.21 g/mol. As for the spin multiplicity: 1. The max |F| is 2.8 eV Å⁻¹. For the orbital gap, the calculation gives 8.148 eV.

Here are the Löwdin charges for atoms 1 to 6, given in e:
1. C -0.46
2. C -0.05
3. C -0.07
4. N 0.05
5. H 0.14
6. H 0.09

[8]
Here is a cluster of 2 separate species, C6H17NO in total from OMol25. Energies are from wB97M-V/def2-TZVPD.

Cartesian coordinates (Å):
C  -2.47742  -0.77041  0.67086
N  -1.30965  -0.42857  -0.10383
C  -0.04646  -0.18106  0.61058
C  0.98469  0.59681  -0.27564
C  1.94075  1.26929  0.72245
C  1.73963  -0.24520  -1.29893
C  0.51941  -1.50291  1.13415
H  -2.21169  -0.92714  1.72014
H  -3.02110  -1.60320  0.24945
H  -3.17419  0.06442  0.70967
H  -1.06410  -1.16419  -0.74207
H  -0.29950  0.47728  1.41622
H  0.39835  1.37867  -0.75415
H  1.48222  2.15540  1.15966
H  2.25929  0.58959  1.50604
H  2.89234  1.55665  0.26052
H  1.87306  0.37303  -2.19589
H  1.07641  -1.00221  -1.74464
H  2.75161  -0.51684  -1.03108
H  0.90536  -2.15968  0.35883
H  1.32336  -1.19312  1.79909
H  -0.16262  -2.04143  1.78367
H  -2.19252  2.43459  -2.40812
H  -2.02921  1.35223  -1.30414
O  -2.15801  1.48799  -2.24284

The calculation puts the LUMO energy (alpha / beta) at -2.879 / -8.117 eV. The value obtained for the energy is -10026.3926 eV. The calculation puts the energy above the lowest of the compared OMol25 structures with the same formula, charge and spin at 19.1 kcal/mol. The molar mass is 119.21 g/mol. As for the spin multiplicity: 2. The max |F| is 3.4 eV Å⁻¹. For the orbital gap (alpha / beta), the calculation gives 12.257 / 7.036 eV. As for the total charge: +1.

Here are the Löwdin charges for atoms 1 to 6, given in e:
1. C 0.01
2. N 0.14
3. C -0.32
4. C -0.35
5. C -0.05
6. C -0.05

[9]
Here is a cluster of 3 separate species, C6H17NO3 in total from OMol25. Energies are from wB97M-V/def2-TZVPD.

Cartesian coordinates (Å):
C  -2.72855  1.00199  1.37686
C  -1.25769  0.78718  1.58305
C  -1.01556  -0.55753  0.78616
C  -1.16209  -0.46859  -0.74281
C  -0.01452  0.39950  -1.40606
N  1.19551  -0.56925  -1.44277
C  2.24295  -0.51431  -0.53301
O  3.35864  -0.86568  -0.89878
H  -3.23569  0.06259  1.31211
H  -3.22991  1.46873  2.30588
H  -2.97345  1.63451  0.52953
H  -1.01833  0.56358  2.68003
H  -0.58333  1.52870  1.13635
H  -1.40243  -1.48208  1.32477
H  0.02398  -0.72501  0.83996
H  -1.30180  -1.54803  -1.03982
H  -2.18426  -0.00103  -0.95335
H  -0.41632  0.70502  -2.44303
H  0.20606  1.22077  -0.74873
H  1.34200  -0.89895  -2.40928
H  2.02179  0.10033  0.37472
O  2.45494  2.45015  -0.35426
H  1.80727  1.88146  -0.95644
H  3.27201  2.62495  -0.75778
O  1.31482  -3.30188  0.28896
H  1.01291  -2.43234  0.10227
H  2.27103  -3.06479  0.04549

The calculation puts the LUMO energy at 0.599 eV. The value obtained for the energy is -14128.4884 eV. The calculation puts the energy above the lowest of the compared OMol25 structures with the same formula, charge and spin at 71.8 kcal/mol. The molar mass is 151.21 g/mol. As for the spin multiplicity: 1. The max |F| is 4.6 eV Å⁻¹. For the orbital gap, the calculation gives 10.681 eV. As for the SMILES: CCCCCNC=O.O.O.

Here are the Löwdin charges for atoms 1 to 6, given in e:
1. C -0.15
2. C -0.23
3. C -0.25
4. C -0.20
5. C -0.13
6. N 0.02

[10]
Here is a cluster of 4 separate species, C6H17NO4 in total from OMol25. Energies are from wB97M-V/def2-TZVPD.

Cartesian coordinates (Å):
C  -2.77906  -0.25985  0.75044
C  -2.25302  0.16700  -0.38859
C  -1.24109  1.26265  -0.57203
C  0.21190  0.75379  -0.51682
C  1.11932  1.68605  -1.30114
N  0.56309  0.57633  0.89890
C  1.61057  1.13296  1.55641
O  1.66063  1.03854  2.77852
H  -2.92776  0.27884  1.68068
H  -3.42294  -1.12853  0.74580
H  -2.30500  -0.44442  -1.27701
H  -1.27686  2.16080  0.04490
H  -1.46392  1.51661  -1.60884
H  0.33788  -0.23482  -0.95511
H  0.63643  1.99964  -2.21853
H  1.22783  2.61457  -0.71874
H  2.12869  1.36796  -1.49827
H  -0.26222  0.52721  1.48111
H  2.40541  1.71513  1.08056
O  0.05597  -2.08985  1.82718
H  0.69143  -1.48066  2.23358
H  -0.46237  -2.35252  2.59670
O  2.53702  -0.68583  -1.81214
H  2.82929  -1.09753  -0.99275
H  1.95369  -1.29610  -2.26359
O  -0.36096  -2.78360  -0.84606
H  0.06342  -2.26601  -0.13653
H  -1.27736  -2.67836  -0.56864

The calculation puts the LUMO energy at 0.555 eV. The value obtained for the energy is -16176.7878 eV. The calculation puts the energy above the lowest of the compared OMol25 structures with the same formula, charge and spin at 33.9 kcal/mol. The molar mass is 167.20 g/mol. As for the spin multiplicity: 1. The max |F| is 2.0 eV Å⁻¹. For the orbital gap, the calculation gives 10.224 eV. As for the SMILES: C=CC[C@@H](C)NC=O.O.O.O.

Here are the Löwdin charges for atoms 1 to 6, given in e:
1. C 0.00
2. C -0.18
3. C -0.16
4. C -0.37
5. C -0.07
6. N 0.06